Computed, not measured: a structure of composition C2H3Hg, with ωB97M-V/def2-TZVPD.

Structure (XYZ):
```
6
Properties=species:S:1:pos:R:3
C -0.173 -0.694 -0.297
H -0.366 -1.566 0.328
C -0.602 0.503 -0.399
H -1.499 1.060 -0.132
H 1.356 -0.695 0.085
Hg 1.284 1.391 0.414
```

Values from the calculation:
Kohn-Sham gap (alpha / beta) = 6.8622 / 6.9364 eV
charge = +1
energy above the lowest of the compared OMol25 structures with the same formula, charge and spin = 49.9 kcal per mole

How is the electron density shared among the atoms? According to Löwdin, the charges in e are: -0.100 0.084 -0.195 0.070 0.122 1.019